Entry 1:
19
Properties=species:S:1:pos:R:3:forces:R:3 method="wB97M-V/def2-TZVPD" e_homo_ev=-8.24 charge=0 e_above_lowest_kcal_mol=93.0
C -2.84837 0.08676 -0.37104 -0.1 0.0 0.0
C -1.56353 0.48885 0.34968 0.0 0.0 0.0
C -0.44713 -0.54437 0.18041 0.0 0.1 0.0
C 0.71347 -0.44566 1.08058 -0.1 -0.3 -0.3
C 1.96033 -0.91882 0.44301 0.0 -0.1 0.1
C 2.43657 0.47700 -0.06143 0.2 0.1 0.2
O 1.82780 0.88738 -1.26523 -0.2 0.2 0.0
H -2.67315 -0.06174 -1.44332 0.0 0.0 0.2
H -3.24478 -0.85305 0.03187 0.1 0.1 -0.1
H -3.62513 0.85078 -0.26184 0.1 -0.1 0.0
H -1.74629 0.64405 1.41862 0.0 0.0 -0.1
H -1.21659 1.45626 -0.04350 0.0 -0.2 0.1
H -0.24150 -0.75010 -0.88514 0.0 0.0 0.2
H -0.78833 -1.51249 0.61527 0.0 0.0 0.0
H 2.25965 1.16014 0.78094 0.1 0.3 -0.4
H 1.89734 -1.62460 -0.40112 -0.1 0.2 0.1
H 2.71779 -1.24506 1.16466 -0.2 0.0 -0.1
H 3.51204 0.44770 -0.24864 -0.1 -0.1 0.1
H 1.06982 1.45697 -1.08378 0.2 -0.1 0.0

Entry 2:
5
Properties=species:S:1:pos:R:3:forces:R:3 method="wB97M-V/def2-TZVPD" e_homo_ev="-7.45 / -7.45" charge=0
S -1.37430 -0.79199 0.28678 2.4 2.8 0.3
O 0.05691 -0.58516 -0.11381 -3.8 -1.8 1.4
Ag 1.64069 1.14520 0.25330 0.4 -0.6 -1.7
O -1.89159 0.31109 1.10842 0.3 -1.9 -1.1
H 1.56829 -0.07913 -1.53469 0.7 1.4 1.0

Entry 3:
72
Properties=species:S:1:pos:R:3:forces:R:3 method="wB97M-V/def2-TZVPD" e_homo_ev="-7.89 / -7.86" spin_multiplicity=6 charge=0 e_above_lowest_kcal_mol=109.1
Fe -2.01504 -0.61646 0.02811 0.5 1.6 -0.3
C -3.28300 5.15852 1.51517 0.1 -0.1 0.1
C -2.03374 4.36939 1.89745 -0.2 0.0 -0.1
N -1.36255 3.76836 0.75774 -0.1 0.1 0.1
C -1.74665 2.60957 0.17480 -0.2 -0.5 0.0
S -3.00662 1.65511 0.87206 -0.1 -0.7 0.0
N -1.12071 2.29128 -0.93226 0.7 0.9 -0.3
N -1.40041 1.08509 -1.43281 -0.6 -1.0 0.5
C -1.25400 0.87389 -2.69122 0.1 0.7 0.3
C -0.85057 1.96277 -3.63811 0.0 -0.1 0.1
C -1.56825 -0.47449 -3.15012 -0.1 -0.4 -0.2
C -1.55366 -0.82683 -4.49811 0.1 0.1 0.1
C -1.96355 -2.09378 -4.87314 -0.1 -0.1 0.1
C -2.36918 -2.98685 -3.89485 0.1 0.1 -0.1
C -2.31555 -2.57449 -2.57374 0.0 -0.2 0.1
N -1.92222 -1.35990 -2.20808 -0.2 0.0 0.6
H -3.71299 5.61815 2.40550 0.0 0.1 0.0
H -3.04344 5.94119 0.79447 0.0 0.0 0.0
H -4.02844 4.49412 1.08002 0.0 0.0 0.0
H -1.31393 5.01524 2.40275 0.0 0.0 0.0
H -2.30974 3.55926 2.57170 0.1 0.1 0.1
H -0.78144 4.36144 0.18525 0.1 -0.1 0.0
H -1.00010 2.91949 -3.14756 0.1 0.0 0.0
H 0.20742 1.86925 -3.89394 0.0 0.0 -0.1
H -1.43820 1.93448 -4.55404 0.0 0.0 0.0
H -1.23064 -0.11412 -5.24180 0.0 0.0 0.0
H -1.97600 -2.38083 -5.91604 0.0 0.0 0.0
H -2.70866 -3.98163 -4.14318 0.0 0.0 0.0
H -2.61503 -3.24023 -1.77345 0.1 0.1 -0.2
N -0.15563 -2.78806 0.01860 0.5 0.0 0.0
C 1.23471 -2.95816 -0.17175 0.3 0.1 0.0
C 1.77264 -4.20447 -0.47510 0.0 0.0 0.0
C 3.14342 -4.37239 -0.56367 0.0 0.0 0.0
C 3.99094 -3.29728 -0.34740 0.1 0.0 0.0
C 3.46223 -2.04015 -0.09874 0.0 0.0 0.0
C 2.08582 -1.84636 -0.03535 -0.4 -0.1 -0.1
P 1.26482 -0.21184 0.13715 0.5 -0.2 0.3
C 2.73986 0.87323 0.18344 -0.2 0.1 0.0
C 3.19780 1.51196 1.33088 0.0 0.0 0.0
C 4.29278 2.36387 1.26648 0.0 0.0 0.0
C 4.93398 2.58749 0.05831 0.0 0.0 0.0
C 4.48176 1.95505 -1.09238 0.0 0.0 -0.1
C 3.38753 1.10915 -1.03064 -0.1 0.0 0.1
C 0.74906 -0.34007 1.89436 0.0 0.0 -0.3
C -0.09850 0.87152 2.30689 0.0 -0.1 -0.4
C -0.75798 0.65213 3.64898 0.2 -0.2 0.2
C -0.39115 -0.66707 4.28076 0.2 0.3 0.2
C 0.92244 -1.26976 4.07684 0.1 0.0 -0.2
C 1.49893 -1.10599 2.88403 0.0 -0.2 0.1
H -0.36057 -2.57332 0.99005 0.0 0.0 -0.1
H -0.67078 -3.62233 -0.23191 0.0 0.1 0.1
H 1.10648 -5.04769 -0.61862 0.0 0.0 0.1
H 3.55246 -5.35132 -0.77599 0.0 0.0 0.0
H 5.06390 -3.43141 -0.38678 0.0 0.0 0.0
H 4.12823 -1.19923 0.04344 0.0 0.0 0.0
H 2.71042 1.34147 2.28241 0.0 0.0 0.0
H 4.64895 2.85236 2.16452 0.0 0.0 0.0
H 5.78934 3.24877 0.00991 0.0 0.0 0.0
H 4.97954 2.12548 -2.03841 0.0 0.0 0.0
H 3.02842 0.60791 -1.92316 0.0 0.1 -0.1
H 0.01325 1.82153 1.80540 0.0 0.0 0.0
H -1.29544 1.41502 4.19437 -0.1 0.0 0.0
H -0.88093 -0.85776 5.22715 0.0 0.0 0.0
H 1.37152 -1.84329 4.87533 0.0 0.0 0.0
H 2.44141 -1.55981 2.60789 0.1 0.0 0.1
F -4.57547 -2.83030 1.66822 0.2 0.0 -0.1
B -3.96431 -2.57624 0.48617 -0.4 0.1 0.1
F -2.49655 -2.56548 0.62728 -0.5 -0.4 0.3
F -4.30884 -3.42623 -0.53518 0.0 -0.1 0.2
F -4.13568 -1.20628 0.07220 0.0 0.3 -0.1
N -1.39813 -0.58515 3.19358 -1.0 -0.3 0.0
C -0.78580 -0.39649 1.86786 0.1 0.5 -0.6

Number 1: maximum force 0.0092 Eh/bohr, E_tot -310.91101 hartree. Number 2: maximum force 0.0861 Eh/bohr, E_tot -696.08131 hartree. Number 3: maximum force 0.0325 Eh/bohr, E_tot -3878.69826 hartree.